{"formula": "CH3N5", "method": "ωB97M-V/def2-TZVPD", "species": ["H", "N", "C", "N", "N", "N", "N", "H", "H"], "coordinates": [[-2.23, -0.02, 0.70], [-1.52, 0.54, 1.32], [-0.43, 0.42, 0.56], [0.88, 0.89, 0.87], [1.68, 0.34, -0.01], [1.09, -0.38, -0.79], [-0.36, -0.24, -0.68], [1.52, -0.33, -1.82], [-0.62, -1.21, -0.16]], "lowdin_charge": [0.063, 0.075, -0.547, 0.075, -0.044, -0.102, 0.069, 0.217, 0.195], "total_charge": 0, "smiles": "[H]/N=c1/nn[nH][nH]1", "largest_force_ev_per_a": 8.6, "relative_energy_ev": 3.102, "gap_ha": 0.344, "lumo_energy_ev": 0.01}